This record from the OMol25 dataset describes 2 unconnected molecules or ions with the total composition C5H10O2. The level of theory is the ωB97M-V functional and the def2-TZVPD basis.

Last columns: bonded neighbours and bond lengths (Å).
Geometry (Å):
1 C -1.564 -1.566 0.274  C2 1.515, H8 1.092, H9 1.094, H10 1.093
2 C -0.254 -0.857 -0.004  C1 1.515, O3 1.415, C6 1.527, H11 1.103
3 O -0.171 -0.454 -1.358  C2 1.415, C4 1.423
4 C 0.570 0.760 -1.420  O3 1.423, C5 1.526, H12 1.092, H13 1.100
5 C 0.156 1.548 -0.180  C4 1.526, C6 1.518, H14 1.093, H15 1.097
6 C -0.145 0.433 0.805  C2 1.527, C5 1.518, O7 1.207
7 O -0.295 0.522 2.000  C6 1.207
8 H -1.662 -2.468 -0.334  C1 1.092
9 H -2.400 -0.897 0.048  C1 1.094
10 H -1.611 -1.834 1.332  C1 1.093
11 H 0.603 -1.503 0.253  C2 1.103
12 H 0.324 1.245 -2.366  C4 1.092
13 H 1.649 0.549 -1.412  C4 1.100
14 H 0.903 2.245 0.208  C5 1.093
15 H -0.779 2.093 -0.355  C5 1.097
16 H 2.582 0.081 1.124  H17 0.743
17 H 2.140 0.188 1.712  H16 0.743

Its HOMO-LUMO gap is 10.574 eV. The charge is 0. The structure (SMILES) is C[C@H]1OCCC1=O.[H][H]. The calculation puts the LUMO energy at 1.011 eV. For the total energy, the calculation gives -346.9459 hartree.